77
Properties=species:S:1:pos:R:3:lowdin_charge:R:1 method="wB97M-V/def2-TZVPD" e_above_lowest_ev=0.5316 charge=-1 energy_ha=-4477.7130 homo_lumo_gap_ev="6.59 / 6.59" e_homo_ha="-0.198 / -0.198" lumo_energy_ha="0.0446 / 0.0446"
Au 0.212 -2.357 -2.022 1.168
C 2.985 2.668 2.266 -0.046
C 3.194 2.866 0.759 -0.559
C 2.287 4.007 0.297 -0.070
C 4.648 3.271 0.498 -0.050
C 2.881 1.558 0.036 -0.169
C 1.855 1.434 -0.892 -0.055
C 1.615 0.197 -1.461 -0.394
Se 0.193 -0.041 -2.731 1.233
C -1.399 0.162 -1.692 -0.400
C -1.816 1.421 -1.292 -0.062
C -2.968 1.538 -0.529 -0.171
C -3.638 0.353 -0.214 0.016
C -3.249 -0.922 -0.609 -0.068
C -2.112 -1.012 -1.436 -0.352
O -1.757 -2.168 -1.996 -0.244
C -4.087 -2.118 -0.128 -0.522
C -4.264 -2.016 1.396 -0.053
C -5.464 -2.046 -0.800 -0.049
C -3.479 -3.502 -0.405 -0.054
C -3.488 2.874 -0.003 -0.560
C -2.624 4.047 -0.467 -0.069
C -3.478 2.848 1.531 -0.046
C -4.920 3.107 -0.497 -0.050
C 2.384 -0.940 -1.210 -0.359
O 2.168 -2.067 -1.896 -0.252
C 3.401 -0.848 -0.245 -0.069
C 3.615 0.406 0.322 0.016
C 4.276 -2.016 0.235 -0.522
C 4.157 -2.122 1.763 -0.047
C 3.905 -3.394 -0.334 -0.050
C 5.734 -1.717 -0.142 -0.052
H 3.195 3.594 2.808 0.081
H 3.643 1.892 2.659 0.077
H 1.958 2.369 2.477 0.091
H 2.554 4.923 0.826 0.083
H 1.236 3.797 0.508 0.077
H 2.386 4.198 -0.773 0.086
H 4.882 4.205 1.015 0.081
H 4.826 3.416 -0.569 0.089
H 5.344 2.509 0.851 0.076
H 1.230 2.277 -1.151 0.089
H -1.235 2.290 -1.563 0.090
H -4.528 0.426 0.399 0.099
H -4.787 -1.109 1.707 0.066
H -3.295 -2.041 1.895 0.096
H -4.846 -2.870 1.747 0.082
H -5.986 -1.114 -0.570 0.073
H -6.088 -2.876 -0.462 0.082
H -5.369 -2.118 -1.886 0.089
H -2.474 -3.620 0.000 0.068
H -3.418 -3.733 -1.464 0.087
H -4.126 -4.242 0.074 0.088
H -1.599 3.964 -0.099 0.075
H -3.038 4.980 -0.082 0.083
H -2.588 4.121 -1.555 0.087
H -2.469 2.671 1.907 0.090
H -4.119 2.056 1.920 0.077
H -3.835 3.799 1.934 0.081
H -4.956 3.127 -1.588 0.090
H -5.300 4.060 -0.123 0.081
H -5.593 2.320 -0.156 0.076
H 4.405 0.483 1.059 0.100
H 3.123 -2.312 2.053 0.098
H 4.498 -1.220 2.277 0.068
H 4.765 -2.957 2.116 0.083
H 2.875 -3.688 -0.124 0.063
H 4.567 -4.125 0.138 0.087
H 4.042 -3.449 -1.411 0.088
H 6.095 -0.787 0.302 0.071
H 5.846 -1.638 -1.225 0.088
H 6.379 -2.528 0.204 0.082
O -1.042 -5.645 -0.462 -0.355
S 0.205 -5.012 -0.832 0.307
O 1.409 -5.669 -0.370 -0.356
O 0.199 -3.522 -0.221 -0.487
O 0.260 -4.674 -2.291 -0.466


34
Properties=species:S:1:pos:R:3:mulliken_spin:R:1 method="wB97M-V/def2-TZVPD" e_above_lowest_ev=2.0749 spin_multiplicity=4 energy_ha=-1850.4174 homo_lumo_gap_ev="6.82 / 8.51" e_homo_ha="-0.265 / -0.332" lumo_energy_ha="-0.0142 / -0.0195"
Ti -1.760 -2.105 1.159 3.131
F -0.155 -0.920 -0.049 -0.091
C -1.433 1.389 -2.730 0.001
O -1.903 1.842 -3.741 0.001
N -1.417 0.123 -2.407 -0.005
N -1.198 2.128 -1.681 -0.001
H -1.606 -0.530 -3.154 0.004
H -1.007 -0.239 -1.559 -0.009
H -0.608 1.712 -0.975 0.005
H -1.218 3.122 -1.859 0.000
C 1.848 1.641 0.746 -0.004
O 0.854 2.110 0.267 -0.003
N 2.684 2.457 1.416 0.000
N 2.149 0.381 0.756 -0.004
H 2.436 3.435 1.371 0.000
H 3.507 2.188 1.936 0.000
H 3.079 -0.001 0.853 0.000
H 1.417 -0.096 0.250 0.004
C -1.651 0.478 3.203 -0.020
O -1.486 -0.708 3.300 -0.021
N -2.267 1.186 4.122 0.001
N -1.373 1.304 2.193 0.004
H -2.539 0.721 4.976 0.001
H -2.416 2.174 3.973 0.000
H -2.013 2.048 1.956 -0.001
H -0.870 0.923 1.404 0.000
C 1.477 -3.637 -2.217 0.002
O 2.110 -4.565 -2.709 0.001
N 0.217 -3.466 -2.577 0.000
N 1.809 -2.929 -1.158 -0.006
H -0.393 -2.730 -2.251 0.008
H -0.152 -4.154 -3.218 0.000
H 2.788 -2.879 -0.912 0.000
H 1.086 -2.406 -0.685 0.003